Molecular formula: C6H9N3O2
Method: DFT, ωB97M-V/def2-TZVPD

Structure (XYZ):
```
20
Properties=species:S:1:pos:R:3:lowdin_charge:R:1
C 2.843 -1.036 0.082 -0.088
C 1.857 -0.428 0.862 -0.029
C 1.011 -1.272 -0.972 -0.137
C -1.694 -0.672 -0.461 -0.498
C -0.763 0.501 1.676 0.003
C -0.649 -0.423 0.559 -0.380
N 2.294 -1.496 -1.068 0.088
N 0.681 -0.684 0.197 -0.014
N -1.420 1.924 -1.422 0.069
O -1.578 -1.549 0.472 0.198
O -2.462 -0.539 -1.339 0.146
H 3.842 -1.052 0.259 0.078
H 1.908 -0.060 1.895 0.117
H 0.318 -1.535 -1.756 0.140
H -1.761 0.826 1.878 0.093
H -0.178 1.395 1.458 0.094
H -0.313 0.059 2.613 0.116
H -0.549 1.885 -0.948 0.008
H -1.680 1.366 -2.168 -0.014
H -1.707 2.789 -1.817 0.010
```

Properties
Kohn-Sham gap (alpha / beta)   5.8 / 7.1 eV
Multiplicity   3
Charge   0
LUMO level (alpha / beta)   0.69 / -2.52 eV
Energy above the lowest of the compared OMol25 structures with the same formula, charge and spin   2.345 eV
HOMO energy (alpha / beta)   -5.102 / -9.617 eV